Entry 1:
Computed, not measured: a cluster of 2 separate species, CH8N5 in total, with ωB97M-V with the def2-TZVPD basis set.

As for the charge: +1. As for the orbital gap: 9.11 eV. For the electronic energy, the calculation gives -316.32426 Eh. For the molar mass, the calculation gives 90.11 g mol⁻¹. The calculation puts the lowest unoccupied orbital energy at -4.15 eV.

Atoms and positions in Å:
C: -0.06 0.81 -0.17
N: 1.15 0.54 0.05
N: 2.23 0.93 0.54
N: -1.17 0.64 0.63
N: 3.40 0.44 0.52
N: -2.30 -1.44 -0.73
H: -0.38 1.07 -1.14
H: -1.08 0.56 1.58
H: -2.12 0.68 0.32
H: 3.69 -0.51 0.17
H: 4.11 1.00 1.03
H: -2.95 -0.72 -1.03
H: -2.93 -2.19 -0.48
H: -1.62 -1.80 -1.30

---

Entry 2:
Computed, not measured: a structure of composition C18H24F5N3O21, with ωB97M-V with the def2-TZVPD basis set.

As for the orbital gap: 9.01 eV. For the electronic energy, the calculation gives -2943.03439 Eh. For the molar mass, the calculation gives 713.38 g mol⁻¹. The calculation puts the lowest unoccupied orbital energy at -0.28 eV.

Atoms and positions in Å:
C: -3.08 -0.03 0.60
N: -2.99 1.45 0.35
O: -4.08 2.07 0.32
O: -1.91 1.89 0.24
H: -3.43 -0.51 -0.31
H: -3.92 -0.25 1.26
H: -2.13 -0.49 0.86
C: 0.54 0.67 -0.47
N: -0.35 -0.49 -0.23
O: -1.12 -0.75 -1.11
O: -0.40 -0.91 0.92
H: 1.13 0.37 -1.33
H: 1.24 0.84 0.35
H: -0.03 1.54 -0.78
C: 2.18 -0.16 3.56
N: 2.15 0.39 2.19
O: 2.12 1.56 2.02
O: 2.20 -0.42 1.17
H: 1.16 -0.39 3.88
H: 2.53 0.60 4.25
H: 2.77 -1.06 3.38
C: -3.53 1.03 -3.49
C: -3.01 -0.13 -2.65
O: -4.20 -0.65 -2.08
C: -5.09 0.39 -2.05
O: -6.12 0.29 -1.44
O: -4.64 1.46 -2.73
F: -2.09 0.27 -1.73
H: -3.93 0.77 -4.47
H: -2.83 1.86 -3.60
H: -2.55 -0.93 -3.23
C: -1.75 2.15 3.00
C: -0.86 1.17 2.24
O: -0.14 0.59 3.37
C: -0.79 0.71 4.52
O: -0.54 0.16 5.57
O: -1.73 1.60 4.31
F: 0.08 1.70 1.50
H: -2.75 2.16 2.57
H: -1.41 3.18 3.10
H: -1.40 0.42 1.67
C: 0.63 -2.64 2.01
C: 0.39 -2.66 3.51
O: -0.79 -2.04 3.68
C: -1.49 -2.21 2.48
O: -2.60 -1.82 2.23
O: -0.78 -2.87 1.70
F: 1.36 -2.02 4.17
H: 1.24 -3.41 1.55
H: 0.98 -1.73 1.52
H: 0.48 -3.68 3.87
C: 0.77 0.81 -3.03
C: 1.67 1.09 -4.31
O: 0.63 1.43 -5.16
C: -0.47 0.80 -4.93
O: -1.34 0.49 -5.76
O: -0.43 0.37 -3.62
F: 2.27 -0.01 -4.81
H: 0.64 1.59 -2.28
H: 1.16 -0.02 -2.44
H: 2.46 1.79 -4.04
C: 5.24 -1.45 -1.76
C: 5.46 -0.60 -0.56
O: 4.35 0.21 -0.49
C: 3.41 -0.22 -1.25
O: 2.29 0.19 -1.27
O: 3.82 -1.32 -1.87
F: 6.44 0.26 -0.80
H: 5.69 -2.42 -1.59
H: 5.61 -1.01 -2.69
H: 5.59 -1.05 0.42

---

Entry 3:
Computed, not measured: the molecule C24H35N3O2, with ωB97M-V with the def2-TZVPD basis set.

As for the orbital gap: 8.18 eV. For the electronic energy, the calculation gives -1250.31200 Eh. The SMILES is COc1cccc(N2CCN([C@H](C)C(=O)N[C@]34C[C@H]5C[C@H](C[C@H](C5)C3)C4)CC2)c1. For the molar mass, the calculation gives 397.56 g mol⁻¹. The calculation puts the lowest unoccupied orbital energy at 0.61 eV.

Atoms and positions in Å:
C: 5.75 3.30 1.32
H: 6.53 3.38 2.08
O: 5.45 1.93 1.22
C: 4.50 1.54 0.32
C: 3.79 2.40 -0.51
C: 2.87 1.86 -1.38
C: 2.63 0.50 -1.44
C: 3.32 -0.38 -0.60
C: 4.27 0.17 0.27
H: 4.86 -0.45 0.92
N: 3.17 -1.76 -0.65
C: 3.09 -2.51 0.59
H: 3.40 -3.54 0.38
C: 1.66 -2.50 1.14
N: 0.76 -3.09 0.16
C: 0.81 -2.34 -1.08
C: 2.25 -2.35 -1.60
H: 2.57 -3.39 -1.74
H: 2.33 -1.84 -2.56
H: 0.49 -1.29 -0.95
H: 0.17 -2.82 -1.82
C: -0.59 -3.30 0.71
C: -1.41 -4.25 -0.16
H: -1.61 -3.85 -1.15
H: -0.87 -5.18 -0.28
H: -2.36 -4.45 0.33
H: -0.43 -3.79 1.68
C: -1.27 -1.96 1.03
O: -1.17 -1.47 2.14
N: -1.88 -1.35 0.00
H: -1.94 -1.84 -0.88
C: -2.45 0.00 0.03
C: -3.59 0.08 1.05
C: -4.18 1.49 1.03
C: -4.72 1.80 -0.36
C: -3.58 1.72 -1.38
C: -2.99 0.31 -1.37
H: -2.18 0.25 -2.10
H: -3.76 -0.42 -1.64
C: -2.50 2.74 -1.01
C: -1.96 2.42 0.38
C: -1.36 1.02 0.39
H: -0.54 0.95 -0.32
H: -0.97 0.78 1.38
C: -3.10 2.50 1.40
H: -3.52 3.51 1.42
H: -2.71 2.28 2.40
H: -1.18 3.14 0.64
H: -1.69 2.70 -1.74
H: -2.92 3.75 -1.03
H: -3.97 1.94 -2.38
H: -5.16 2.80 -0.37
H: -5.51 1.09 -0.62
H: -4.99 1.54 1.76
H: -4.35 -0.66 0.80
H: -3.19 -0.16 2.03
H: 1.38 -1.47 1.39
H: 1.62 -3.10 2.05
H: 3.77 -2.09 1.34
H: 1.90 0.14 -2.14
H: 2.31 2.52 -2.04
H: 3.94 3.47 -0.48
H: 6.13 3.70 0.37
H: 4.88 3.89 1.64